Record 1
Density functional theory data (the ωB97M-V functional and the def2-TZVPD basis) for C5H10N2O in the gas phase.

ORCA input file:
```
! RIJCOSX wB97M-V def2-TZVPD def2/J DEFGRID3
* xyz 0 1
C 0.65 -0.84 -1.83
C -0.29 -0.71 -0.86
C -1.50 -0.02 -1.22
C -0.34 -1.18 0.41
N -0.94 -0.13 1.23
C -0.14 0.86 1.32
N 1.36 0.86 1.43
O 2.09 1.88 1.87
H 0.01 -0.48 -2.83
H 1.80 -1.06 -1.76
H -1.85 1.11 -0.76
H -1.66 0.08 -2.45
H -2.40 -0.55 -0.97
H 0.38 -1.84 0.83
H -1.10 -1.82 0.53
H -0.56 1.92 1.80
H 1.94 0.48 0.49
H 2.56 1.44 2.78
*
```

Computed properties:
- structure (SMILES) = C=C(C)C/N=C\NO
- energy relative to the best compared isomer or geometry (same formula, charge and spin) (kcal per mole) = 190.5
- E_HOMO (eV) = -9.1
- frontier orbital gap (eV) = 9.74

=====

Record 2
Density functional theory data (the ωB97M-V functional and the def2-TZVPD basis) for C7H9BO4 in the gas phase.

ORCA input file:
```
! RIJCOSX wB97M-V def2-TZVPD def2/J DEFGRID3
* xyz 0 1
O -1.72 1.98 0.10
B -2.07 0.72 0.29
O -3.30 0.43 0.68
C -1.13 -0.53 -0.27
O -1.47 -0.92 -1.59
O -1.42 -1.69 0.49
C 0.44 -0.37 -0.10
C 0.84 0.59 0.90
C 2.21 0.89 0.93
C 3.10 0.18 0.15
C 2.65 -0.71 -0.86
C 1.32 -1.00 -1.06
H -2.38 2.62 0.32
H -3.89 1.13 1.00
H -1.82 -1.86 -1.58
H -2.42 -1.68 0.65
H 0.23 1.28 1.37
H 2.55 1.50 1.69
H 4.09 0.52 0.04
H 3.31 -1.38 -1.39
H 0.88 -1.71 -1.76
*
```

Computed properties:
- structure (SMILES) = OB(O)C(O)(O)c1ccccc1
- energy relative to the best compared isomer or geometry (same formula, charge and spin) (kcal per mole) = 3.6
- E_HOMO (eV) = -8.8
- frontier orbital gap (eV) = 8.77

=====

Record 3
Density functional theory data (the ωB97M-V functional and the def2-TZVPD basis) for 5 unconnected molecules or ions with the total composition C19H31BINO16.

ORCA input file:
```
! RIJCOSX wB97M-V def2-TZVPD def2/J DEFGRID3
* xyz 0 1
C -0.12 1.66 0.89
N -1.09 2.20 -0.13
C -1.41 3.60 0.13
B -2.22 1.32 -0.19
O -2.14 0.12 -0.85
O -3.43 1.53 0.58
C -4.41 2.16 -0.06
O -4.34 2.58 -1.19
O -5.56 2.25 0.62
I -5.55 2.13 2.62
H -0.42 0.65 1.22
H -0.12 2.31 1.77
H 0.88 1.62 0.45
H -0.48 4.15 0.32
H -1.87 4.06 -0.75
H -2.06 3.76 1.00
H -2.99 -0.32 -0.93
C 3.18 1.74 -3.67
C 3.67 2.20 -2.33
C 5.01 1.64 -1.90
O 4.90 1.65 -0.47
C 3.59 1.57 -0.16
O 3.17 1.39 0.94
O 2.83 1.73 -1.26
H 2.15 2.08 -3.83
H 3.81 2.14 -4.46
H 3.19 0.65 -3.74
H 3.68 3.29 -2.28
H 5.87 2.23 -2.21
H 5.14 0.60 -2.22
C -4.12 4.66 -5.28
C -3.07 4.59 -4.20
C -2.25 5.85 -4.00
O -1.01 5.32 -3.51
C -0.89 4.05 -3.98
O 0.10 3.40 -3.89
O -2.04 3.65 -4.54
H -4.56 3.67 -5.44
H -4.92 5.34 -4.98
H -3.70 5.00 -6.22
H -3.51 4.27 -3.25
H -2.67 6.54 -3.28
H -2.06 6.36 -4.95
C 0.17 -3.95 4.50
C -0.23 -2.61 3.94
C 0.50 -1.40 4.50
O -0.48 -0.37 4.34
C -1.70 -0.94 4.34
O -2.73 -0.34 4.39
O -1.59 -2.29 4.28
H -0.50 -4.73 4.16
H 1.19 -4.20 4.20
H 0.13 -3.93 5.59
H -0.16 -2.61 2.84
H 1.41 -1.14 3.96
H 0.71 -1.52 5.56
C 1.73 -7.29 0.11
C 1.82 -6.63 1.46
C 2.97 -7.07 2.33
O 2.45 -6.87 3.65
C 1.10 -6.97 3.58
O 0.37 -7.03 4.52
O 0.70 -6.99 2.29
H 0.79 -7.02 -0.38
H 2.55 -6.97 -0.52
H 1.75 -8.37 0.20
H 1.81 -5.54 1.36
H 3.88 -6.49 2.20
H 3.20 -8.14 2.21
*
```

Computed properties:
- structure (SMILES) = CN(C)B(O)OC(=O)OI.C[C@@H]1COC(=O)O1.C[C@@H]1COC(=O)O1.C[C@@H]1COC(=O)O1.C[C@@H]1COC(=O)O1
- E_HOMO (eV) = -8.7
- frontier orbital gap (eV) = 7.70

=====

Record 4
Density functional theory data (the ωB97M-V functional and the def2-TZVPD basis) for C6H10 in the gas phase.

ORCA input file:
```
! RIJCOSX wB97M-V def2-TZVPD def2/J DEFGRID3
* xyz 0 1
C 1.07 -0.83 -1.11
C -0.16 -1.28 -0.15
C -0.26 -0.57 1.14
C 0.28 0.83 1.11
C -0.68 1.34 0.03
C -0.29 -0.35 -1.25
H 1.80 -0.29 -0.51
H 1.52 -1.43 -1.90
H -0.54 -2.29 -0.21
H -1.39 0.32 0.34
H -0.19 -1.15 2.06
H 1.35 0.95 0.89
H 0.10 1.34 2.06
H -0.31 1.90 -0.84
H -1.42 2.01 0.50
H -0.86 -0.50 -2.16
*
```

Computed properties:
- energy relative to the best compared isomer or geometry (same formula, charge and spin) (kcal per mole) = 150.3
- E_HOMO (eV) = -7.3
- frontier orbital gap (eV) = 7.82